Density functional theory data (the ωB97M-V functional and the def2-TZVPD basis) for a cluster of 2 separate species, C4H4NO in total.

Last column: Mulliken charge in e.
Cartesian coordinates (Å):
C: 2.2909 -0.0082 0.5487  0.125
C: 2.3749 -0.0228 -0.8134  0.235
C: -1.1750 0.0825 0.3336  -0.111
C: -2.6077 0.1552 0.3829  -0.166
N: 1.3691 -0.6550 -0.2672  -0.164
O: -1.7388 -0.4766 -0.5991  -0.139
H: 2.8986 0.2064 1.3825  0.384
H: 2.8898 0.4804 -1.6814  0.346
H: -3.1162 -0.6601 0.7542  0.236
H: -3.1857 0.8982 -0.0409  0.254

Properties
max |F|: 0.088 hartree/bohr
energy above the lowest of the compared OMol25 structures with the same formula, charge and spin: 562.5 kJ/mol
orbital gap: 0.2517 Ha
total energy: -7734.6137 eV
2S+1: 1
total charge: +1

=====

Density functional theory data (the ωB97M-V functional and the def2-TZVPD basis) for a structure of composition C38H30F12N3O5Ta.

Last column: Mulliken charge in e.
Cartesian coordinates (Å):
Ta: -1.2785 -0.3244 -0.0211  2.838
C: 2.8752 3.9448 4.2371  -1.646
C: 2.2296 2.8546 3.4265  0.537
C: 2.3949 1.5118 3.7399  -1.235
C: 1.7896 0.5225 2.9932  0.044
C: 0.9871 0.8072 1.8793  -0.177
N: 0.4309 -0.2681 1.1356  1.237
C: 1.1565 -1.4948 1.2578  -0.953
C: 2.5032 -1.5221 0.9078  -0.232
C: 3.2387 -2.6886 0.9950  -1.131
C: 2.6495 -3.8719 1.4250  0.639
C: 3.4278 -5.1580 1.4944  -1.635
C: 1.3032 -3.8463 1.7659  -0.546
C: 0.5506 -2.6809 1.6830  -0.380
C: -0.9493 -2.6136 1.9745  2.037
O: -1.5670 -2.0024 0.9019  -1.440
C: -1.2426 -1.8242 3.3132  0.515
F: -0.1632 -1.8065 4.1048  -0.279
F: -2.2390 -2.3619 4.0285  -0.328
F: -1.5959 -0.5578 3.0679  -0.152
C: -1.6177 -4.0086 2.0704  0.248
F: -1.2124 -4.6862 3.1583  -0.267
F: -2.9451 -3.9134 2.1113  -0.252
F: -1.3134 -4.7454 0.9942  -0.218
C: 0.7689 2.1664 1.6016  -0.522
C: 1.4039 3.1498 2.3564  -0.920
C: -0.1639 2.5703 0.4767  1.157
O: -1.0873 1.5803 0.2428  -0.368
C: 0.6339 2.7874 -0.8329  0.603
F: 1.1846 1.6215 -1.2012  -0.080
F: -0.1506 3.1899 -1.8433  -0.287
F: 1.6179 3.6797 -0.6973  -0.293
C: -1.0123 3.8353 0.8027  0.379
F: -2.0534 3.9345 -0.0244  -0.179
F: -1.4915 3.7687 2.0472  -0.266
F: -0.3086 4.9759 0.6895  -0.274
H: 3.7823 3.5872 4.7240  0.393
H: 2.2007 4.3042 5.0172  0.294
H: 3.1390 4.7976 3.6115  0.402
H: 3.0087 1.2271 4.5870  0.392
H: 1.9423 -0.5065 3.2830  0.470
H: 2.9681 -0.5996 0.5815  0.860
H: 4.2884 -2.6804 0.7235  0.359
H: 4.4985 -4.9740 1.4136  0.398
H: 3.1418 -5.8313 0.6838  0.283
H: 3.2432 -5.6804 2.4337  0.374
H: 0.8471 -4.7647 2.1062  0.574
H: 1.2472 4.1889 2.1009  0.603
O: -0.6313 -1.3201 -1.5544  -0.785
C: -0.6006 -1.3342 -2.8863  0.311
C: 0.1246 -2.3290 -3.5396  -0.798
C: 0.2013 -2.3320 -4.9142  -0.385
C: -0.4551 -1.3571 -5.6734  -0.892
C: -1.2252 -0.4140 -5.0339  -0.912
C: -1.3240 -0.3955 -3.6343  0.671
C: -2.2885 0.4705 -3.0050  -0.558
N: -2.5010 0.4913 -1.7397  0.530
N: -3.5753 1.2604 -1.3118  -1.128
C: -3.8370 0.9520 -0.0848  0.423
O: -3.1793 -0.0111 0.5445  -0.710
C: -4.8517 1.7017 0.6742  0.506
C: -5.3957 2.8739 0.1534  -0.372
C: -6.3240 3.5868 0.8910  -0.763
C: -6.7126 3.1352 2.1467  -0.368
C: -6.1703 1.9688 2.6657  -0.770
C: -5.2374 1.2517 1.9327  -0.275
H: 0.6302 -3.0712 -2.9366  0.619
H: 0.7772 -3.1014 -5.4131  0.447
H: -0.3809 -1.3639 -6.7520  0.414
H: -1.7806 0.3214 -5.6040  0.425
H: -2.9342 1.0832 -3.6306  0.467
H: -5.0739 3.2169 -0.8200  0.449
H: -6.7421 4.5011 0.4905  0.397
H: -7.4350 3.6986 2.7232  0.391
H: -6.4706 1.6184 3.6444  0.417
H: -4.7978 0.3463 2.3283  0.528
C: 3.7221 0.0662 -4.5655  -0.673
C: 4.4640 -0.7890 -3.5392  -0.650
C: 3.3038 -1.4011 -2.7670  0.035
O: 2.2643 -0.4249 -2.7707  0.090
C: 2.5500 0.5844 -3.7425  -0.453
H: 3.3661 -0.5560 -5.3896  0.270
H: 4.3270 0.8717 -4.9795  0.407
H: 5.0716 -0.1596 -2.8858  0.297
H: 5.1097 -1.5428 -3.9882  0.385
H: 3.5432 -1.6489 -1.7329  -0.328
H: 2.9497 -2.3128 -3.2647  0.302
H: 2.8082 1.5144 -3.2269  0.224
H: 1.6497 0.7563 -4.3365  0.240

Properties
max |F|: 0.011 hartree/bohr
energy above the lowest of the compared OMol25 structures with the same formula, charge and spin: 0.0 kJ/mol
orbital gap: 0.2640 Ha
total energy: -88769.2795 eV
2S+1: 1
total charge: 0

=====

Density functional theory data (the ωB97M-V functional and the def2-TZVPD basis) for an isolated molecule of C3H4N2.

Last column: Mulliken charge in e.
Cartesian coordinates (Å):
C: 1.7761 0.1490 0.0002  0.246
C: -0.6563 -0.7668 -0.3407  -0.418
C: -0.7141 0.5987 0.2258  -0.291
N: 2.8173 -0.1376 0.3361  -0.346
N: 0.2957 0.2840 -0.6856  -0.238
H: -0.2642 -1.3811 0.4355  0.295
H: -1.4378 -0.9970 -0.9991  0.274
H: -1.4970 1.4138 -0.1557  0.183
H: -0.3198 0.8371 1.1835  0.294

Properties
max |F|: 0.150 hartree/bohr
energy above the lowest of the compared OMol25 structures with the same formula, charge and spin: 336.9 kJ/mol
orbital gap: 0.4089 Ha
total energy: -6152.4090 eV
2S+1: 1
total charge: 0
SMILES string: N#CN1CC1

=====

Density functional theory data (the ωB97M-V functional and the def2-TZVPD basis) for a structure of composition C21H19BF5N2O3SiTc.

Last column: Löwdin spin population.
Cartesian coordinates (Å):
Tc: -0.9980 -0.1585 -0.7790  2.449
C: -3.0319 2.8723 0.0524  0.004
C: -1.6526 3.0554 -0.4441  0.008
C: -0.9132 4.2205 -0.6260  0.021
C: 0.4454 4.2329 -0.9675  0.021
C: 1.1033 3.0613 -1.1573  0.018
C: 0.3077 1.9074 -1.0366  0.043
N: -0.9905 1.8970 -0.7134  0.039
N: 0.7131 0.6335 -1.2544  0.119
Si: 2.3803 -0.0257 -1.3280  0.013
C: 3.4702 0.7640 0.0239  0.004
C: 2.1211 -1.8167 -0.8989  0.000
C: 2.8371 0.2960 -3.1020  0.002
H: -3.6575 2.5037 -0.7328  0.001
H: -3.4270 3.8030 0.4547  0.000
H: -3.0444 2.1167 0.8087  0.002
H: -1.4243 5.1277 -0.4176  0.001
H: 0.9739 5.1605 -1.0677  0.001
H: 2.1390 2.9711 -1.4293  0.000
H: 2.9298 0.6642 0.9779  0.000
H: 3.6036 1.8476 -0.0949  0.000
H: 4.4523 0.3217 0.1020  0.001
H: 1.7071 -1.9524 0.0473  0.000
H: 3.1056 -2.3102 -1.0022  0.000
H: 1.5114 -2.2577 -1.6269  0.000
H: 2.4494 1.2708 -3.3461  0.000
H: 2.2058 -0.4137 -3.6488  0.000
H: 3.8042 0.2569 -3.5382  0.000
O: 0.4990 -0.7026 1.8910  -0.001
B: -0.4332 0.0461 1.2752  0.000
O: -0.8493 1.1413 2.0459  0.007
C: -0.0629 1.0829 3.1806  0.000
C: 0.0459 1.9502 4.2678  0.001
C: 1.0246 1.6499 5.2146  0.002
C: 1.8637 0.5155 5.1173  0.002
C: 1.7442 -0.3683 4.0137  0.001
C: 0.7664 -0.0642 3.0592  0.000
H: -0.6266 2.8224 4.3233  0.000
H: 1.2048 2.2820 6.0310  0.000
H: 2.6222 0.3521 5.8175  0.000
H: 2.2696 -1.2852 3.8529  0.000
F: -4.3926 -6.0422 -2.8641  0.006
C: -3.5417 -5.1224 -2.4503  0.019
C: -2.4462 -5.4678 -1.7179  -0.002
F: -2.2292 -6.7577 -1.4733  -0.002
C: -1.6255 -4.4623 -1.2189  0.020
F: -0.5567 -4.8569 -0.5068  0.005
C: -1.8992 -3.1064 -1.4363  0.006
O: -1.2211 -2.0818 -0.9410  0.168
C: -3.1022 -2.8217 -2.1613  0.016
F: -3.3779 -1.5126 -2.3164  0.011
C: -3.8962 -3.7700 -2.7322  -0.003
F: -4.9007 -3.4694 -3.5263  -0.002

Properties
max |F|: 0.057 hartree/bohr
energy above the lowest of the compared OMol25 structures with the same formula, charge and spin: 0.0 kJ/mol
orbital gap (spin up / spin down): 0.2656 / 0.2422 Ha
total energy: -55542.9625 eV
2S+1: 4
total charge: +1
<S²>: 3.776

=====

Density functional theory data (the ωB97M-V functional and the def2-TZVPD basis) for a cluster of 2 separate species, C2H7NO2 in total.

Last column: Mulliken charge in e.
Cartesian coordinates (Å):
C: -0.3904 1.2024 0.1070  -0.882
C: -1.0397 -0.1675 0.3232  0.546
N: -0.1765 -1.1332 0.7630  -0.400
O: -2.2048 -0.5279 0.1693  -0.626
H: -0.9021 2.0204 0.5205  0.347
H: -0.5030 1.2795 -0.9314  0.254
H: 0.5967 1.5601 0.5284  0.283
H: 0.8276 -0.8075 0.9827  0.250
H: -0.4593 -2.1155 0.6833  0.222
H: 3.0651 0.0239 -1.9477  0.330
H: 2.3334 1.1466 -1.2297  0.314
O: 2.8120 0.3548 -0.9854  -0.639

Properties
max |F|: 0.071 hartree/bohr
energy above the lowest of the compared OMol25 structures with the same formula, charge and spin: 128.3 kJ/mol
orbital gap: 0.3784 Ha
total energy: -7772.1956 eV
2S+1: 1
total charge: 0
SMILES string: CC(N)=O.O

=====

Density functional theory data (the ωB97M-V functional and the def2-TZVPD basis) for a structure of composition C16H31NP2V.

Last column: Löwdin spin population.
Cartesian coordinates (Å):
P: 0.8239 -1.9414 2.2159  0.003
P: 0.3412 1.9629 2.7024  0.001
C: 0.7853 -0.5300 1.0125  0.035
C: 1.1388 0.9401 1.3110  0.019
H: -0.2727 -0.6256 0.6635  0.022
H: 1.4913 -0.8743 0.2396  0.005
H: 2.2155 1.0336 1.5264  0.003
H: 0.9803 1.5274 0.3828  0.008
C: -1.1068 2.7149 1.7953  0.004
H: -1.4268 3.5744 2.4061  0.000
H: -1.9450 2.0062 1.7136  0.001
H: -0.8424 3.0738 0.7837  0.002
C: 1.4677 3.3858 2.4067  0.001
H: 1.2644 3.8749 1.4459  0.000
H: 2.5031 3.0322 2.4309  0.000
H: 1.3192 4.0981 3.2234  0.000
C: -0.5143 -3.0229 1.6610  0.006
H: -0.5156 -3.9311 2.2769  0.000
H: -0.4059 -3.2939 0.6040  0.002
H: -1.4833 -2.5195 1.7721  0.001
C: 2.3930 -2.7395 1.9994  0.001
H: 3.1722 -1.9681 2.0444  0.000
H: 2.4032 -3.2188 1.0093  0.000
H: 2.5358 -3.4825 2.7939  0.000
V: -0.7835 -0.0388 -1.1186  1.884
C: 0.0804 1.4910 -2.0446  0.161
C: -1.3726 1.6215 -2.0474  0.168
C: -2.2452 0.9217 -3.0364  0.044
C: -1.8729 -0.5359 -3.4365  0.027
C: -1.2410 -1.4146 -2.4226  0.108
C: 0.1892 -1.4369 -2.1258  0.127
C: 1.1929 -0.6575 -2.9125  0.052
C: 0.8391 0.8268 -3.1581  0.049
C: 0.2988 -1.2977 3.7888  0.001
H: 0.6387 2.2876 -1.5419  0.015
H: -1.8081 2.5262 -1.6015  0.016
H: -2.3199 1.5356 -3.9480  0.016
H: -3.2850 0.9034 -2.6726  0.002
H: -2.8318 -1.0265 -3.6745  0.002
H: -1.2787 -0.5392 -4.3598  0.004
H: -1.7766 -2.3465 -2.2417  0.022
H: 0.5648 -2.3717 -1.6979  0.009
H: 1.3744 -1.1457 -3.8803  0.016
H: 2.1860 -0.7198 -2.4424  0.001
H: 1.7959 1.3533 -3.2983  0.007
H: 0.3440 0.9415 -4.1323  0.005
H: 0.6848 -0.2814 3.9475  0.000
H: 0.6085 -1.9504 4.6165  0.000
H: -0.8012 -1.2642 3.7802  0.000
N: -3.1547 -0.3342 1.0380  0.105
C: -2.3484 -0.1248 0.2021  0.046

Properties
max |F|: 0.061 hartree/bohr
energy above the lowest of the compared OMol25 structures with the same formula, charge and spin: 171.1 kJ/mol
orbital gap (spin up / spin down): 0.1806 / 0.2139 Ha
total energy: -62843.5873 eV
2S+1: 4
total charge: 0
<S²>: 3.761

=====

Which value of 2S+1 does entry 4 give? 4

=====

The lowest max |F| belongs to which entry? C38H30F12N3O5Ta